Entry 1:
Molecular formula: C12H31MnO9P2
Method: DFT, ωB97M-V with the def2-TZVPD basis set

Computed properties:
- Kohn-Sham gap (alpha / beta) (eV) = 9.17 / 9.29
- lowest unoccupied orbital energy (alpha / beta) (Ha) = -0.135 / -0.142
- energy (Ha) = -2986.7436
- relative energy (zero: lowest compared OMol25 entry of this formula, charge and spin) (eV) = 0.0000
- net charge = +1
- 2S+1 = 6

Each line ends with the natural charge from an NBO analysis.
Atoms and positions in Å:
Mn (-2.67838, 0.13751, -0.41728)  1.691
O (-2.12396, 0.85195, -2.07725)  -1.275
H (-2.25614, 1.47122, -2.79892)  0.488
C (2.75758, 1.80136, -1.64468)  -0.633
C (1.40869, 2.30558, -1.17162)  -0.071
O (1.33459, 2.14840, 0.27206)  -0.822
P (-0.03295, 2.20773, 1.01562)  2.654
O (-0.96561, 1.09558, 0.75753)  -1.210
O (0.39581, 2.25288, 2.51659)  -0.814
C (1.20660, 3.32688, 3.01732)  -0.068
C (2.42780, 2.73924, 3.70939)  -0.629
O (-0.59927, 3.62177, 0.61998)  -0.828
C (-1.95002, 4.01902, 0.96820)  -0.064
C (-2.81865, 4.07182, -0.27404)  -0.634
H (2.69058, 0.74078, -1.87699)  0.213
H (3.03089, 2.30878, -2.57273)  0.226
H (3.54112, 2.06128, -0.93675)  0.232
H (1.25317, 3.36073, -1.39588)  0.193
H (0.60771, 1.73587, -1.64965)  0.198
H (1.60765, 3.94914, 2.21439)  0.191
H (0.63515, 3.94608, 3.70514)  0.194
H (3.03224, 3.47652, 4.22927)  0.230
H (2.09442, 2.00256, 4.44740)  0.215
H (3.00681, 2.16081, 2.98889)  0.217
H (-2.34386, 3.32486, 1.71123)  0.182
H (-1.89128, 5.02975, 1.36742)  0.204
H (-2.38142, 4.72665, -1.02707)  0.229
H (-2.97410, 3.08314, -0.71187)  0.200
H (-3.79383, 4.49670, -0.02865)  0.228
C (-0.07320, -1.70666, 2.92672)  -0.648
C (0.01893, -2.97309, 2.08073)  -0.059
O (0.57236, -2.67556, 0.77117)  -0.806
P (-0.28331, -2.26728, -0.45442)  2.668
O (-1.51864, -1.50652, -0.12208)  -1.239
O (0.71843, -1.53626, -1.36010)  -0.826
C (0.47515, -1.32530, -2.79903)  -0.046
C (1.43976, -2.20604, -3.54655)  -0.644
O (-0.58809, -3.56232, -1.29561)  -0.820
C (-1.53760, -4.55095, -0.89489)  -0.063
C (-1.14404, -5.92333, -1.40998)  -0.626
H (-0.76833, -1.83608, 3.75070)  0.227
H (0.93222, -1.48825, 3.28856)  0.221
H (-0.32212, -0.85255, 2.29670)  0.234
H (0.75567, -3.64730, 2.51315)  0.206
H (-0.90969, -3.54059, 2.02353)  0.181
H (-0.57483, -1.53209, -2.98370)  0.200
H (0.72665, -0.27946, -2.94734)  0.197
H (1.26108, -2.20944, -4.61918)  0.232
H (2.46332, -1.89786, -3.31902)  0.220
H (1.43834, -3.23273, -3.17487)  0.228
H (-1.55879, -4.66091, 0.19626)  0.171
H (-2.55545, -4.28931, -1.18676)  0.187
H (-0.87709, -5.87800, -2.46844)  0.223
H (-0.29221, -6.30801, -0.85678)  0.219
H (-2.01980, -6.56867, -1.36583)  0.229



Entry 2:
Molecular formula: C41H61F7N4O25PS4
Method: DFT, ωB97M-V with the def2-TZVPD basis set

Computed properties:
- Kohn-Sham gap (eV) = 7.45
- lowest unoccupied orbital energy (Ha) = -0.104
- energy (Ha) = -6331.8939
- net charge = +1
- 2S+1 = 1

Each line ends with the Löwdin charge.
Atoms and positions in Å:
C (-2.69158, 0.76338, 5.75090)  -0.104
C (-2.09641, 2.16921, 5.57127)  -0.257
C (-3.23101, 3.20464, 5.55021)  -0.167
C (-2.94209, 4.51065, 4.77158)  -0.166
N (-1.64105, 4.53252, 4.06386)  -0.218
C (-1.81223, 4.65796, 2.61480)  -0.235
C (-2.02547, 3.30580, 1.96788)  -0.147
C (-0.79122, 2.39127, 2.04991)  -0.181
C (-0.49570, 1.73313, 0.69549)  -0.112
C (0.92905, 1.21519, 0.45218)  -0.457
C (1.15129, -0.16918, 1.08120)  -0.192
S (1.09906, -0.29241, 2.87621)  0.634
O (1.86934, -1.43995, 3.23664)  -0.334
O (1.45266, 0.93622, 3.50639)  -0.347
C (1.00924, 0.99069, -1.07870)  -0.122
C (1.01488, 2.29776, -1.85160)  -0.105
N (1.99277, 3.21623, -1.22284)  0.110
C (1.81419, 3.36838, 0.09679)  -0.397
N (1.48900, 4.45879, 0.71371)  0.189
C (1.21023, 5.74205, 0.07136)  -0.068
C (2.39107, 6.69319, 0.26000)  -0.143
O (3.00479, 6.39652, 1.50618)  -0.035
C (4.18950, 5.71830, 1.37912)  -0.285
O (4.51446, 4.81381, 2.14877)  0.062
N (1.96910, 2.22072, 0.91641)  -0.118
P (3.64152, 1.68049, 0.67506)  0.379
S (4.54496, 1.06324, 2.24320)  0.268
C (-0.85520, 5.59122, 4.59498)  -1.128
S (-1.06226, 7.17549, 4.24041)  0.703
S (0.31807, 5.05673, 5.74354)  0.977
C (1.45683, 6.42203, 5.96751)  -0.500
C (2.70436, 5.84923, 6.68614)  -0.316
C (3.98642, 6.44734, 6.16697)  -0.098
H (-3.20173, 0.64584, 6.69764)  0.075
H (-3.39997, 0.60896, 4.94175)  0.067
H (-1.91192, 0.01788, 5.62938)  0.061
H (-1.47335, 2.36575, 6.43602)  0.100
H (-1.52917, 2.14751, 4.65481)  0.065
H (-4.12084, 2.71032, 5.17388)  0.099
H (-3.45516, 3.43426, 6.58548)  0.109
H (-3.76253, 4.68297, 4.08392)  0.118
H (-2.97706, 5.32561, 5.48137)  0.103
H (-0.96406, 5.19168, 2.19638)  0.075
H (-2.67953, 5.27674, 2.38485)  0.113
H (-2.84133, 2.82960, 2.50482)  0.116
H (-2.37057, 3.42132, 0.94354)  0.115
H (-1.05216, 1.60139, 2.74153)  0.077
H (0.04901, 2.90901, 2.49116)  0.093
H (-0.74406, 2.46543, -0.06712)  0.105
H (-1.20168, 0.92271, 0.56601)  0.138
H (0.31448, -0.76573, 0.72649)  0.119
H (2.05350, -0.65998, 0.73672)  0.096
H (-0.20417, -0.59470, 3.12381)  0.082
H (0.08374, 0.48957, -1.32701)  0.096
H (1.80521, 0.31510, -1.36506)  0.113
H (0.01939, 2.71854, -1.90578)  0.130
H (1.37844, 2.09020, -2.84482)  0.123
H (2.15336, 4.06746, -1.74633)  0.095
H (1.43231, 4.42781, 1.72337)  0.172
H (0.90834, 5.64473, -0.96222)  0.137
H (0.37029, 6.17068, 0.60583)  0.125
H (2.04366, 7.71574, 0.30772)  0.138
H (3.11739, 6.62636, -0.54594)  0.104
H (4.82114, 6.06129, 0.54584)  0.149
H (3.67311, 0.72473, -0.35016)  0.000
H (4.24581, 2.83753, 0.15433)  -0.013
H (1.03401, 7.19681, 6.59230)  0.076
H (1.74087, 6.89109, 5.03203)  0.059
H (2.71643, 4.77624, 6.52489)  0.076
H (2.59785, 6.05186, 7.74345)  0.109
H (4.07759, 7.50851, 6.37295)  0.083
H (4.13894, 6.29371, 5.10886)  0.065
H (4.81790, 5.96564, 6.66942)  0.054
C (-0.73525, -2.41730, -4.43609)  -0.027
C (-0.75331, -3.21097, -3.15472)  -0.303
O (-0.83917, -2.19164, -2.16128)  0.120
C (-1.48706, -1.14537, -2.74064)  -0.571
O (-1.95455, -0.23437, -2.13593)  0.150
O (-1.52463, -1.27274, -4.07767)  0.087
F (0.40055, -3.90248, -2.98315)  0.077
H (0.27392, -2.09802, -4.70116)  0.144
H (-1.17366, -2.95065, -5.27494)  0.147
H (-1.60483, -3.88050, -3.05499)  0.144
C (-5.37352, -6.12167, -4.53306)  -0.038
C (-4.06009, -6.51818, -3.91050)  -0.309
O (-3.40828, -5.26233, -3.73395)  0.107
C (-4.39392, -4.33444, -3.56265)  -0.553
O (-4.21612, -3.24230, -3.12529)  0.169
O (-5.58644, -4.82164, -3.94067)  0.091
F (-3.31830, -7.27015, -4.75264)  0.088
H (-5.29987, -6.02149, -5.61591)  0.149
H (-6.17676, -6.79577, -4.29338)  0.108
H (-4.14515, -7.02316, -2.95487)  0.148
C (-0.70448, -6.91065, 0.80733)  -0.043
C (-1.05390, -5.65070, 0.05060)  -0.308
O (-1.42471, -6.15510, -1.22215)  0.125
C (-1.90908, -7.41691, -1.02937)  -0.531
O (-2.54219, -8.02501, -1.82270)  0.184
O (-1.57886, -7.86920, 0.20072)  0.085
F (0.01286, -4.82652, -0.08792)  0.074
H (0.33244, -7.20516, 0.64268)  0.148
H (-0.89132, -6.83593, 1.87487)  0.142
H (-1.88783, -5.08510, 0.47038)  0.176
C (5.20951, 5.90805, -3.29643)  -0.032
C (5.13624, 5.75582, -4.79937)  -0.297
O (4.15251, 4.73339, -4.94718)  0.163
C (3.32661, 4.80910, -3.88955)  -0.542
O (2.26241, 4.28142, -3.81804)  0.164
O (3.86334, 5.57185, -2.90325)  0.039
F (6.30188, 5.33009, -5.31769)  0.103
H (5.90646, 5.19677, -2.85281)  0.149
H (5.46988, 6.91382, -2.97910)  0.144
H (4.80798, 6.64865, -5.33296)  0.181
C (6.42280, 3.02364, 7.01444)  -0.050
C (7.68443, 2.53089, 7.68303)  -0.314
O (8.27311, 3.73415, 8.14215)  0.136
C (7.26190, 4.62111, 8.37025)  -0.549
O (7.36599, 5.61993, 8.98882)  0.193
O (6.11094, 4.19007, 7.78793)  0.045
F (8.52208, 1.93065, 6.80307)  0.077
H (6.59733, 3.31007, 5.97632)  0.145
H (5.60924, 2.30415, 7.05300)  0.141
H (7.51850, 1.86357, 8.53016)  0.174
C (-1.37752, -9.16064, -8.51993)  -0.050
C (-2.75891, -8.69181, -8.91249)  -0.311
O (-2.95430, -7.57073, -8.06931)  0.126
C (-1.71649, -7.05071, -7.80897)  -0.554
O (-1.52230, -5.97550, -7.35955)  0.178
O (-0.74576, -7.93229, -8.14621)  0.076
F (-3.70708, -9.62504, -8.64002)  0.069
H (-1.40952, -9.83318, -7.66191)  0.146
H (-0.84078, -9.64086, -9.33356)  0.140
H (-2.85278, -8.38183, -9.95456)  0.174
C (-6.47251, -11.76357, -6.51019)  -0.044
C (-7.84866, -11.28803, -6.91407)  -0.309
O (-8.03026, -10.15325, -6.08067)  0.144
C (-6.79722, -9.64722, -5.81793)  -0.532
O (-6.59378, -8.56743, -5.37252)  0.171
O (-5.83399, -10.53500, -6.14053)  0.078
F (-8.80477, -12.20371, -6.63697)  0.083
H (-6.51336, -12.42761, -5.64627)  0.147
H (-5.93417, -12.25457, -7.31589)  0.141
H (-7.93600, -10.98491, -7.95848)  0.175



Results for F_max: 2.3, 3.5 (in eV/Å, following the order of the records).